{
  "formula": "C32H90N6O14",
  "method": "ωB97M-V with the def2-TZVPD basis set",
  "max_force_ha_per_bohr": 0.060,
  "e_tot_ev": -72242.579,
  "spin_multiplicity": 2,
  "total_charge": -1,
  "elements": ["H", "H", "H", "O", "H", "H", "C", "H", "H", "H", "C", "C", "H", "H", "H", "H", "H", "H", "O", "C", "O", "H", "H", "H", "H", "H", "O", "H", "N", "N", "C", "H", "H", "H", "H", "H", "H", "H", "C", "H", "H", "C", "N", "C", "C", "H", "H", "H", "H", "H", "H", "H", "H", "H", "H", "N", "O", "C", "O", "H", "C", "C", "H", "H", "H", "O", "C", "H", "C", "C", "H", "H", "H", "C", "H", "H", "H", "C", "H", "O", "H", "H", "H", "H", "H", "C", "H", "H", "O", "H", "O", "N", "C", "C", "C", "O", "H", "H", "H", "H", "C", "C", "H", "C", "H", "H", "H", "C", "H", "O", "H", "C", "C", "H", "C", "C", "H", "H", "H", "C", "H", "H", "H", "H", "N", "C", "H", "H", "H", "C", "H", "H", "H", "H", "H", "O", "H", "H", "O", "H", "H", "H"],
  "positions_angstrom": [[-0.11, 2.66, -1.48], [-1.34, -0.70, 4.69], [4.81, 0.83, 0.27], [5.26, -0.20, -2.41], [-0.83, 0.75, 3.11], [-2.09, -0.90, -6.87], [0.67, 5.69, -4.07], [-6.19, -0.22, 2.36], [3.17, 1.48, 0.60], [-4.74, -2.81, 1.53], [2.96, 4.01, 4.56], [1.91, 5.14, -0.13], [-4.49, 1.81, -3.18], [1.51, 2.47, 2.07], [-0.22, 0.85, -5.11], [-0.65, 0.39, 8.87], [1.66, -4.89, 2.21], [2.58, 5.98, 0.05], [-6.56, -2.10, 3.25], [-0.43, -0.09, 4.77], [-1.50, 0.40, 1.16], [0.75, -1.86, 4.83], [-0.69, -3.26, 3.48], [-3.66, 0.74, -2.17], [2.47, -0.79, -1.84], [-0.35, -1.96, 0.81], [4.41, 1.21, 2.26], [-4.50, 0.10, -3.61], [-0.58, 1.15, 4.00], [-4.40, -1.03, 0.58], [-4.73, -1.75, 1.79], [3.96, 3.77, 4.21], [-0.98, -1.29, 9.15], [1.66, -5.20, -4.41], [2.64, 3.30, 5.33], [2.54, 4.37, -0.57], [-0.70, -2.44, -4.03], [0.36, 1.73, -2.90], [2.49, 4.63, 2.17], [-2.39, -1.02, -4.10], [0.09, -6.00, -0.56], [-0.29, -4.30, -3.74], [-0.01, -1.21, -5.21], [1.22, -4.23, -4.16], [2.02, 3.84, 3.40], [-1.38, -2.51, -1.52], [-5.18, -0.77, -0.01], [3.18, 0.93, -3.52], [-1.72, -4.68, 3.35], [-2.38, 0.78, -6.45], [1.08, 4.29, 3.72], [4.46, -1.82, -3.46], [3.73, 1.76, 2.66], [0.55, 0.83, 6.60], [-3.83, -0.41, 3.12], [2.73, -3.96, -0.27], [-1.69, -1.95, -0.80], [-1.63, -0.01, -6.46], [1.13, 3.64, -2.96], [-0.92, 0.31, -7.22], [3.44, -0.65, 1.03], [1.03, -4.26, 1.57], [-2.19, -0.25, 8.31], [-1.17, 0.56, -0.86], [-3.80, -2.04, 3.73], [-2.69, 1.06, -4.08], [-3.89, 0.91, -3.23], [2.64, 5.68, 2.43], [-7.74, -1.60, 3.89], [0.72, -0.96, 4.22], [3.44, 4.19, 1.86], [3.14, -2.08, -0.37], [0.60, -1.10, -6.02], [4.55, -0.74, -3.54], [2.94, -0.14, -4.72], [0.64, -3.70, -0.54], [0.80, 7.19, -2.51], [-0.71, -4.31, 3.17], [2.83, -3.95, -1.27], [-0.31, -4.53, 1.83], [-1.39, -0.23, -2.94], [-8.04, -2.23, 4.73], [2.04, -2.70, -3.19], [2.54, -0.69, 1.64], [-0.40, -4.98, -2.90], [-0.70, 0.12, 0.02], [1.55, -5.82, -1.51], [-0.23, 7.45, -4.59], [-0.56, -0.90, 7.11], [0.57, -1.13, -4.39], [2.15, -0.72, -2.75], [-0.46, 6.47, -4.63], [1.15, -5.74, -0.50], [-0.52, -1.42, -0.12], [0.06, 4.42, -3.43], [2.00, -3.65, -3.06], [-0.87, -4.71, -4.56], [-0.31, 3.96, -4.34], [1.31, 5.38, -4.90], [0.67, -1.11, 3.14], [1.31, -4.33, 0.04], [0.66, 2.54, -2.24], [1.60, -0.33, 4.36], [3.95, 0.80, 0.94], [1.72, 7.49, -3.89], [4.21, -1.24, 1.52], [0.27, 0.58, 0.21], [-6.15, -1.29, 2.17], [2.96, 5.05, 4.87], [3.10, -1.13, -0.28], [-6.86, -1.40, 1.35], [-0.88, -0.02, -5.15], [-1.13, -0.48, 8.43], [0.34, -1.53, -0.79], [-1.81, -0.11, -3.94], [3.11, -0.15, -3.64], [-1.25, 6.35, -4.01], [1.52, 2.04, -1.79], [-8.57, -1.59, 3.19], [-0.35, 0.29, 6.29], [-0.67, 4.72, -2.67], [-1.20, 0.96, 6.42], [5.24, -0.62, -4.38], [2.34, 6.23, -2.88], [1.80, 2.48, 3.04], [1.41, 6.67, -3.25], [-0.12, -4.87, 3.90], [-1.42, 1.65, 4.25], [-3.71, -1.60, 0.10], [-3.68, -1.45, 2.82], [0.91, 2.15, 3.40], [1.36, -3.61, -5.04], [1.70, -6.55, -0.02], [3.33, -4.68, 0.11], [-2.67, -1.70, 2.48], [1.51, 4.59, 1.11], [-7.68, -0.56, 4.20], [1.30, -3.27, 1.95], [-0.89, -3.06, -3.32], [-2.29, -0.13, 1.01], [1.03, 5.32, -0.75], [4.98, -0.72, -1.65]]
}